[1]
Below is C31H23N6O7RbTe as an isolated structure, with properties calculated with the ωB97M-V functional and the def2-TZVPD basis.

XYZ file:
```
69
Properties=species:S:1:pos:R:3:forces:R:3:lowdin_charge:R:1
Te -1.95292 -2.36383 1.61340 -1.5 -1.6 -0.5 1.50
Rb 0.22437 -0.19902 -0.20612 0.3 0.4 0.1 1.00
O 0.54016 -2.10195 1.70287 1.4 0.3 2.7 -0.23
O 0.69150 -3.01863 3.74411 0.2 0.8 -0.4 0.08
O -0.98847 0.99849 -2.10848 -0.6 0.5 0.2 -0.21
O -0.39012 2.60508 1.02556 0.0 -0.4 0.2 0.10
O 0.34059 0.83841 -6.07288 -0.1 0.4 -0.2 0.02
O 2.98431 -0.66949 -0.52347 -0.4 -0.2 0.9 -0.20
O -1.53227 3.45461 2.75632 0.1 -0.1 0.3 0.07
N 0.00310 -0.21350 -3.78398 0.7 1.0 -1.0 0.00
N -4.43675 1.64559 1.28036 -1.3 0.8 -0.4 0.09
N -3.57495 3.91101 1.10239 0.2 0.4 -0.1 0.09
N 0.16094 -1.30455 -2.99941 -0.8 -1.1 1.0 -0.03
N -0.04704 0.34043 2.70324 0.4 -0.9 0.4 0.16
N -3.70914 -0.61369 1.74416 -0.4 0.8 -0.1 -0.07
C -3.60052 -4.81328 1.14455 0.0 -0.2 0.1 -0.30
C -3.43462 -7.42238 2.08677 0.0 -0.2 0.1 -0.12
C 5.15933 -0.06161 -3.33446 0.1 0.0 -0.1 -0.16
C -2.36430 -5.33328 1.54867 -0.2 0.0 0.0 -0.30
C 0.53934 -1.92113 2.92119 0.4 -2.7 -2.0 -0.56
C -0.35439 1.89166 -5.60607 0.1 -0.2 -0.1 -0.28
C 0.64060 -0.35051 4.90408 -0.1 -0.8 -1.1 0.01
C -1.33348 4.05628 -6.03305 0.0 0.0 -0.1 -0.13
C 1.30407 -1.69032 -2.59124 0.1 0.2 -0.4 -0.21
C -0.19291 1.56296 3.16430 -0.1 0.4 0.6 -0.16
C 4.72458 -0.18774 -2.03859 0.0 0.1 0.3 -0.06
C -1.19282 -4.43117 1.42863 0.3 0.2 -0.2 -0.35
C 0.36949 -0.62989 3.54123 -0.2 2.5 1.2 -0.19
C -0.70636 2.57951 2.18539 -0.2 0.7 -0.6 -0.49
C -1.81139 4.10662 -4.73397 -0.1 0.3 0.0 -0.12
C -0.60885 0.85175 -3.28540 0.2 -0.9 -0.4 -0.51
C -2.29737 -6.63215 2.03335 0.0 0.0 0.0 -0.06
C -3.96551 0.49920 1.49469 0.5 -1.8 0.5 -0.37
C -3.61999 -3.40984 0.66513 0.1 0.3 0.1 -0.37
C 3.41059 -0.64723 -1.70837 0.3 0.0 -0.9 -0.47
C 3.06278 -0.89482 -4.13200 0.1 -0.1 0.0 -0.08
C -4.65048 -6.91438 1.66607 -0.2 -0.1 0.0 -0.12
C 2.60894 -1.06282 -2.83649 0.3 0.2 0.1 -0.17
C -0.83319 1.94406 -4.28580 0.0 0.0 0.1 -0.07
C -1.54799 3.05940 -3.87168 0.1 -0.1 -0.1 -0.03
C 0.50042 0.93691 5.36158 -0.1 0.8 -0.2 -0.05
C -3.92050 2.80113 1.16261 0.2 0.5 0.1 -0.38
C -4.73328 -5.61042 1.20378 -0.1 -0.1 0.0 -0.06
C 4.33071 -0.39971 -4.39872 0.1 0.0 -0.5 -0.16
C -0.61179 2.95908 -6.46520 0.1 0.0 -0.1 -0.05
C 0.08325 1.93389 4.48298 0.1 -0.7 0.1 0.03
H 1.29837 -2.61005 -2.00009 -0.1 0.1 0.1 0.11
H -1.88392 3.07866 -2.84612 0.0 -0.1 0.1 0.11
H -0.22229 2.91391 -7.47285 0.0 -0.1 -0.1 0.10
H 4.67233 -0.30826 -5.42276 0.0 0.1 0.0 0.07
H -0.77678 -4.50563 0.41840 0.1 0.0 0.1 0.07
H -0.02963 2.95704 4.79389 -0.1 0.1 0.0 0.12
H 0.40943 0.20795 -5.28487 -0.1 -0.2 0.3 0.05
H 5.36563 0.09443 -1.21008 0.0 0.0 0.0 0.09
H 6.16245 0.31036 -3.53217 0.0 0.0 0.0 0.08
H -5.53642 -7.53818 1.69395 0.0 0.0 0.0 0.09
H -1.34746 -7.03350 2.36370 0.1 0.0 0.0 0.10
H 0.49554 -2.77299 4.65517 -0.1 0.0 0.0 0.09
H 2.42245 -1.19940 -4.95364 0.0 0.1 0.0 0.10
H -3.40495 -3.38085 -0.40730 0.0 0.1 0.0 0.07
H -1.52722 4.87282 -6.71829 0.0 0.0 0.0 0.08
H -3.37025 -8.44167 2.44765 0.0 0.0 0.0 0.09
H -2.13675 3.87811 2.06817 0.2 -0.2 0.1 0.06
H 0.97238 -1.12338 5.58649 0.0 0.0 0.0 0.11
H 0.71574 1.17239 6.39529 0.0 0.0 0.0 0.11
H -2.37641 4.96290 -4.39492 -0.1 0.1 0.1 0.08
H -5.69005 -5.21517 0.88395 0.0 0.1 0.0 0.11
H -0.40786 -4.68705 2.13849 0.0 0.2 0.0 0.05
H -4.57590 -2.92557 0.84162 0.0 0.1 0.0 0.04
```
Positions in Å, forces in eV/Å.

* HOMO level: -0.0519 Ha
* relative energy (zero: lowest compared OMol25 entry of this formula, charge and spin): 55.14 kcal/mol
* molecular weight: 804.63 g/mol
* charge: -2
* Kohn-Sham gap: 4.47 eV

=====

[2]
Below is C31H24Cl5GeN3O2Re as an isolated structure, with properties calculated with the ωB97M-V functional and the def2-TZVPD basis.

XYZ file:
```
67
Properties=species:S:1:pos:R:3:forces:R:3:lowdin_charge:R:1
Re 2.79817 -1.45794 -0.52579 0.1 1.0 -0.3 1.12
Ge 0.37710 -2.23568 -0.64238 -0.4 -0.3 -0.3 0.90
Cl 3.91744 -3.46685 -0.85433 0.4 -0.8 0.0 0.81
Cl 7.10920 -5.62870 2.98072 0.2 -0.1 0.1 0.90
Cl 6.25724 -5.54689 -0.02820 0.0 0.0 0.0 0.84
Cl 5.76958 -3.78712 5.07356 0.0 0.0 0.1 0.84
Cl 3.54776 -1.75093 4.12570 0.0 0.0 0.1 0.84
O -0.32450 4.62536 -3.92600 0.0 -0.1 0.0 0.23
O 3.07040 -1.88361 1.22864 -0.2 0.0 0.5 -0.27
N 2.43296 0.61835 -0.59616 0.0 -0.1 -0.1 -0.13
N 0.68754 2.88636 -2.87611 0.1 -0.1 -0.1 0.13
N -0.96593 4.26997 -1.76772 0.2 -0.1 0.2 0.19
C 3.98081 -2.75023 1.68587 0.3 -0.3 0.2 -0.38
C -2.30869 -0.74821 -3.67015 0.1 0.1 0.1 0.03
C -1.60085 -3.09137 3.51777 0.0 0.0 0.0 -0.03
C -0.18692 3.96952 -2.94707 -0.3 0.1 -0.2 -0.46
C -1.42979 -1.47774 -2.85299 0.1 -0.1 -0.1 0.03
C -0.36516 -2.57782 1.08062 -0.1 0.0 0.3 -0.40
C 1.43645 2.46732 -1.74808 0.0 0.0 0.1 -0.19
C 1.87679 3.32237 -0.73712 0.0 0.1 0.0 0.07
C -3.69859 1.83991 -0.67958 0.0 -0.1 0.0 0.05
C 5.94282 -4.54079 2.49598 -0.2 0.2 -0.2 -0.65
C 4.59824 -3.61155 0.77822 -0.2 0.2 -0.2 -0.49
C -1.11819 0.31238 -1.34053 0.0 0.0 0.2 0.00
C -3.52176 3.73320 0.72183 -0.1 0.0 0.1 0.11
C 5.31089 -3.69841 3.44931 0.1 -0.2 -0.2 -0.67
C -1.85034 -3.91478 2.42872 0.0 0.0 0.0 -0.04
C 1.76259 1.12819 -1.64993 -0.1 0.0 0.0 -0.08
C 2.84168 1.44738 0.38859 -0.1 0.0 0.0 -0.06
C -2.54030 0.56321 -3.37252 0.0 0.0 0.0 0.09
C -0.79919 -0.97406 -1.68441 -0.1 0.0 -0.2 -0.29
C -0.73211 -2.01237 3.39556 0.0 0.0 0.0 -0.06
C -1.92558 3.61182 -1.09026 -0.1 0.1 -0.1 -0.11
C 4.32105 -2.80467 3.04994 -0.1 0.0 -0.3 -0.60
C -5.31710 2.01578 1.23988 0.1 0.0 0.0 0.00
C -0.11685 -1.75331 2.18106 0.1 0.0 0.0 -0.15
C 5.57399 -4.50534 1.11513 0.0 0.0 0.3 -0.68
C -1.23847 -3.66180 1.20915 0.1 0.0 0.0 -0.10
C -4.17344 2.49092 0.39735 0.1 0.1 0.0 -0.22
C -1.86792 1.20713 -2.23482 0.0 -0.1 -0.1 -0.25
C -2.46617 4.26241 0.02870 0.0 -0.1 -0.1 0.04
C 2.58141 2.80381 0.33719 0.0 -0.1 0.0 0.03
C -2.63995 2.37809 -1.58855 0.0 0.0 0.0 -0.14
H 0.57624 -0.91936 2.11494 0.0 0.0 0.0 0.08
H -5.59356 0.99295 0.99575 0.0 0.0 0.0 0.10
H 0.38236 -3.45833 -1.58895 0.0 0.1 0.1 -0.01
H -2.04084 5.20658 0.34707 0.0 0.0 0.0 0.14
H -0.98717 1.63120 -2.80143 0.0 0.0 0.0 0.18
H 1.46185 0.43273 -2.42575 0.0 0.0 0.0 0.13
H -0.76257 0.74605 -0.40828 0.0 0.0 0.0 0.14
H -2.07851 -3.29482 4.46708 0.0 0.0 0.0 0.13
H 1.13224 2.75414 -3.78207 0.1 0.0 0.0 0.19
H 2.94552 3.44546 1.12759 0.0 0.0 0.0 0.15
H -2.51483 -4.76205 2.53235 0.0 0.0 0.0 0.13
H -3.15907 1.17671 -4.01999 0.0 0.0 0.0 0.16
H -1.23200 -2.50565 -3.14638 0.0 0.0 0.0 0.12
H -0.96182 5.27553 -1.60897 0.0 0.0 0.1 0.19
H -3.22567 2.85107 -2.40331 0.0 0.0 0.0 0.21
H -1.42760 -4.32938 0.37637 0.0 0.0 0.0 0.11
H -3.88491 4.28685 1.58259 0.0 0.0 0.0 0.16
H -2.77413 -1.21903 -4.52602 0.0 0.0 0.0 0.15
H 1.69783 4.38831 -0.79902 0.0 0.0 0.0 0.15
H -6.18728 2.65425 1.07812 0.0 0.0 0.0 0.12
H 3.36298 0.99380 1.22110 0.0 0.0 0.0 0.13
H -4.13670 0.89319 -0.98117 0.0 0.0 0.0 0.15
H -0.53397 -1.38241 4.25263 0.0 0.0 0.0 0.12
H -5.06473 2.06894 2.29898 0.0 0.0 0.0 0.10
```
Positions in Å, forces in eV/Å.

* HOMO level (spin up / spin down): -0.6831 / -0.6767 Ha
* molecular weight: 906.63 g/mol
* <S²>: 0.811
* charge: +4
* Kohn-Sham gap (spin up / spin down): 4.98 / 4.73 eV
* 2S+1: 2

=====

[3]
Below is C31H24CoN3O8P as an isolated structure, with properties calculated with the ωB97M-V functional and the def2-TZVPD basis.

XYZ file:
```
68
Properties=species:S:1:pos:R:3:forces:R:3:lowdin_charge:R:1
Co 0.66677 0.98577 0.51841 0.1 0.1 0.3 0.81
P -0.36532 -0.91501 -0.79708 -0.2 -0.1 -0.1 1.20
O -0.69346 1.78747 -0.62694 -0.2 -0.1 -0.3 -0.12
O 3.12988 0.28109 3.54822 0.0 -0.1 0.1 0.06
O 2.21897 1.03075 1.65843 0.3 0.0 0.0 -0.09
O 1.80200 0.73761 -1.16583 -0.1 -0.1 -0.1 -0.11
O 0.08004 -0.61188 1.67033 -0.1 -0.1 0.0 -0.18
O -0.14552 3.05120 -2.39952 -0.1 0.1 -0.1 0.10
O -0.35130 2.20819 2.04914 0.0 0.1 0.0 -0.13
O -0.34168 -1.79340 3.50246 0.0 -0.1 0.0 0.06
N 1.64081 3.99233 0.40722 0.1 0.1 -0.1 0.19
N 4.62869 4.10026 -2.88976 0.1 -0.1 -0.1 0.11
N 3.22478 0.89023 -2.88176 0.1 0.1 0.0 0.18
C 2.93210 2.79003 -1.46455 0.1 0.4 -0.1 -0.20
C -0.36380 3.53433 3.94241 0.0 0.0 0.0 -0.09
C 0.89356 -2.18471 -1.04479 0.0 0.0 0.2 -0.32
C 0.57592 2.74541 3.03281 0.0 0.0 0.0 -0.25
C -1.53128 -1.41205 -3.27294 0.0 0.0 -0.1 -0.09
C -1.91329 -3.07774 0.17343 0.0 0.0 0.0 -0.06
C -1.00811 -0.43424 -2.42674 0.1 0.0 0.0 -0.26
C 2.48277 -3.37895 -2.40087 0.0 0.0 0.0 -0.09
C 2.41739 -3.74432 -0.02431 0.0 0.0 -0.1 -0.06
C -2.87033 -0.87078 0.28894 0.0 0.0 -0.1 -0.08
C 2.24162 0.85168 2.94120 0.1 0.1 -0.2 -0.59
C 1.07066 1.46521 3.71118 -0.1 -0.1 0.1 -0.09
C -0.14162 -0.72792 2.94406 0.0 0.1 -0.2 -0.57
C -0.54897 2.02255 -1.90773 -0.1 -0.1 0.3 -0.58
C -1.21100 1.52634 2.98835 0.0 0.0 0.0 -0.24
C -1.81166 -1.71334 -0.05536 -0.1 0.2 0.0 -0.31
C -2.06091 0.27340 -4.89876 0.0 0.0 0.0 -0.07
C -1.03090 0.90280 -2.81369 0.0 0.0 0.0 -0.11
C 3.86837 3.51159 -2.24906 -0.2 0.1 0.3 -0.25
C -3.06789 -3.59782 0.74683 0.0 0.0 0.0 -0.08
C 2.61838 1.46796 -1.80495 0.0 -0.2 0.0 -0.47
C 2.22296 3.46141 -0.43673 0.2 -0.2 -0.1 -0.20
C 1.38964 -2.82145 0.09610 0.0 -0.1 0.0 -0.07
C -1.64273 2.66036 3.91596 0.0 0.0 0.0 -0.09
C 1.45402 -2.45559 -2.29070 0.0 0.0 0.0 -0.09
C 2.96253 -4.02471 -1.26949 0.0 0.0 0.0 -0.08
C -4.01664 -1.39248 0.86034 0.0 -0.1 0.0 -0.08
C -1.54607 1.24694 -4.05923 0.0 0.0 -0.1 -0.01
C -2.05796 -1.06070 -4.50379 0.0 0.0 0.0 -0.08
C -0.23194 0.58486 3.70635 0.1 0.1 0.1 -0.09
C -4.11493 -2.76048 1.09304 0.0 0.0 0.0 -0.09
H -0.55237 4.51917 3.51794 0.0 0.0 0.0 0.11
H -1.93027 2.28241 4.89690 0.0 0.0 0.0 0.11
H -2.78251 0.19555 0.10471 0.0 0.0 0.0 0.11
H -0.56433 0.34755 4.71512 0.0 0.0 0.0 0.15
H 3.77360 -4.73662 -1.35785 0.0 0.0 0.0 0.10
H -2.01351 1.02668 2.45165 0.0 0.0 0.0 0.15
H 0.05376 3.66035 4.94112 0.0 0.0 0.0 0.11
H 2.86042 0.00363 -3.18125 0.0 0.0 0.1 0.09
H 2.91632 -3.58668 -3.37103 0.0 0.0 0.0 0.10
H -1.53207 2.28987 -4.34595 0.0 0.0 0.0 0.12
H 1.41743 1.64077 4.72830 -0.1 0.0 0.0 0.15
H -1.09305 -3.73688 -0.07866 0.0 0.0 0.0 0.10
H 3.71174 1.46627 -3.54630 0.0 0.0 0.0 0.09
H 1.33943 3.32445 2.52148 -0.1 -0.1 0.0 0.12
H -2.47396 0.55261 -5.85994 0.0 0.0 0.0 0.10
H -2.48630 3.20511 3.49328 0.0 0.0 0.0 0.11
H -4.83177 -0.73388 1.13264 0.0 0.0 0.0 0.10
H -1.52922 -2.45061 -2.96202 0.0 0.0 0.0 0.11
H -2.46760 -1.82441 -5.15285 0.0 0.0 0.0 0.10
H -3.13892 -4.66179 0.93286 0.0 0.0 0.0 0.10
H -5.00612 -3.16923 1.55231 0.0 0.0 0.0 0.10
H 2.80371 -4.22936 0.86225 0.0 0.0 0.0 0.11
H 1.09083 -1.94420 -3.17333 0.0 0.0 0.0 0.10
H 0.98018 -2.57295 1.06799 0.0 0.0 0.0 0.10
```
Positions in Å, forces in eV/Å.

* HOMO level (spin up / spin down): -0.1939 / -0.1934 Ha
* relative energy (zero: lowest compared OMol25 entry of this formula, charge and spin): 22.16 kcal/mol
* molecular weight: 656.45 g/mol
* <S²>: 6.015
* charge: -1
* Kohn-Sham gap (spin up / spin down): 7.63 / 5.60 eV
* 2S+1: 5